<a>
23
Properties=species:S:1:pos:R:3:nbo_charge:R:1 method="wB97M-V/def2-TZVPD" lumo_energy_ha=0.0239 homo_ha=-0.3265 gap_ev=9.53
C -0.222 -2.209 1.599 0.28
C 0.529 0.680 -1.859 -0.26
C 1.055 1.764 -2.500 -0.39
C 0.214 2.343 -0.266 -0.41
C 0.027 1.003 -0.567 -0.12
C 1.580 -0.576 1.356 -0.63
C -1.905 -0.798 -0.432 -0.64
C 0.478 -1.342 0.690 -0.38
C -0.779 0.024 0.292 0.39
N -0.928 -2.931 2.146 -0.35
O -1.207 0.568 1.506 -0.71
S 1.019 3.187 -1.464 0.46
H 0.481 -0.273 -2.192 0.22
H 1.728 1.843 -3.412 0.25
H -0.187 2.708 0.589 0.24
H 1.206 0.360 1.937 0.24
H 2.115 -1.320 2.020 0.22
H 2.401 -0.198 0.649 0.22
H -2.521 -0.105 -1.065 0.22
H -2.553 -1.303 0.352 0.22
H -1.511 -1.451 -1.077 0.21
H 0.875 -1.860 -0.161 0.24
H -1.895 -0.113 1.855 0.49


<b>
23
Properties=species:S:1:pos:R:3:nbo_charge:R:1 method="wB97M-V/def2-TZVPD" lumo_energy_ha="-0.0500 / -0.0157" homo_ha="-0.2873 / -0.3226" gap_ev="6.46 / 8.35"
C -2.130 -1.851 1.809 -0.19
C -2.271 -2.227 0.478 -0.19
C -0.940 -1.202 2.226 -0.21
C -1.237 -1.998 -0.435 -0.19
C 0.133 -1.089 1.355 -0.21
C -0.059 -1.460 0.037 -0.25
C 2.047 2.485 -0.029 -0.34
C 0.800 2.215 -0.439 -0.30
C 0.363 1.782 -1.730 -0.32
N 1.054 -2.103 -2.186 -0.94
O 2.415 -0.903 -0.493 -0.95
S 1.138 -0.883 -1.170 1.62
H -2.963 -1.921 2.362 0.21
H -3.169 -2.731 0.132 0.22
H -0.653 -0.778 3.136 0.22
H -1.417 -2.209 -1.382 0.23
H 1.064 -0.589 1.798 0.25
H 2.059 2.769 0.992 0.21
H 2.899 2.339 -0.798 0.22
H -0.063 2.114 0.153 0.20
H 0.849 2.056 -2.649 0.19
H -0.593 1.513 -1.887 0.17
H 1.957 -2.353 -2.592 0.37


<c>
23
Properties=species:S:1:pos:R:3:nbo_charge:R:1 method="wB97M-V/def2-TZVPD" lumo_energy_ha="0.0025 / -0.0105" homo_ha="-0.2708 / -0.2301" gap_ev="7.44 / 5.97"
C -2.177 -1.807 0.525 -0.21
C -1.624 -2.240 -0.673 -0.21
C -1.795 -0.568 1.038 -0.18
C -0.791 -1.421 -1.485 -0.23
C -0.818 0.214 0.402 -0.15
C -0.432 -0.254 -0.860 -0.17
C -0.450 1.429 1.016 0.09
C 1.892 0.784 -0.068 -0.49
C 2.525 -0.517 0.357 -0.68
N -0.369 2.620 0.382 -0.75
O 0.773 2.065 -2.037 -1.01
S 1.081 0.653 -1.626 1.20
H -2.898 -2.393 1.015 0.22
H -1.747 -3.273 -1.013 0.21
H -2.330 -0.022 1.752 0.21
H -0.436 -1.864 -2.477 0.25
H -0.303 1.489 2.136 0.22
H 2.500 1.633 -0.033 0.20
H 2.985 -0.439 1.326 0.22
H 3.265 -1.021 -0.263 0.21
H 1.718 -1.258 0.317 0.21
H -0.208 3.467 0.899 0.39
H -0.361 2.724 -0.632 0.44


It is <a> that is most stable; the runner-up trails by 212.4 kJ/mol.